a) # C3H12NO2

2 unconnected molecules or ions with the total composition C3H12NO2 (ωB97M-V/def2-TZVPD, the Open Molecules 2025 dataset).

Last columns: bonded neighbours and bond lengths (Å).
Element x y z (Å)
1 C -0.98 -0.43 -0.18  C2 1.552, N5 1.501, H6 1.168, H7 1.063
2 C -0.01 -0.15 -1.36  C1 1.552, C3 1.503, O4 1.426, H8 1.099
3 C -0.64 0.83 -2.30  C2 1.503, H9 1.078, H10 1.158, H11 1.151
4 O 1.29 0.28 -0.97  C2 1.426, H12 1.013
5 N -0.28 -1.05 0.99  C1 1.501, H13 0.988, H14 1.035, H15 0.983
6 H -1.46 0.59 0.14  C1 1.168
7 H -1.83 -0.98 -0.52  C1 1.063
8 H 0.08 -1.14 -1.82  C2 1.099
9 H -1.41 0.43 -2.95  C3 1.078
10 H 0.08 1.12 -3.16  C3 1.158
11 H -1.08 1.83 -1.94  C3 1.151
12 H 1.23 1.24 -0.65  O4 1.013
13 H 0.44 -0.47 1.33  N5 0.988
14 H 0.19 -1.94 0.74  N5 1.035
15 H -0.82 -1.20 1.80  N5 0.983
16 H 0.93 1.21 3.15  O18 0.960
17 H -0.15 0.41 3.62  O18 1.011
18 O 0.66 0.30 3.01  H16 0.960, H17 1.011

**Net charge**: +1
**Lowest unoccupied orbital energy**: -0.12715 Eh
**Molecular weight**: 94.13 g/mol
**Gap between HOMO and LUMO**: 11.4 eV

---

b) # C3H12NO2

3 unconnected molecules or ions with the total composition C3H12NO2 (ωB97M-V/def2-TZVPD, the Open Molecules 2025 dataset).

Last columns: bonded neighbours and bond lengths (Å).
Element x y z (Å)
1 C -1.13 0.13 2.10  C2 1.533, H5 1.080, H6 1.081, H7 1.090
2 C -1.33 -0.55 0.74  C1 1.533, N4 1.473, H8 1.087, H9 1.092
3 C 0.58 -1.70 -0.16  N4 1.257, H10 1.085, H11 1.084
4 N -0.05 -0.62 0.02  C2 1.473, C3 1.257, H12 1.040
5 H -0.19 -0.18 2.54  C1 1.080
6 H -1.11 1.20 1.99  C1 1.081
7 H -1.91 -0.18 2.80  C1 1.090
8 H -1.79 -1.53 0.79  C2 1.087
9 H -2.05 0.01 0.14  C2 1.092
10 H 1.51 -1.84 -0.69  C3 1.085
11 H 0.23 -2.64 0.26  C3 1.084
12 H 0.20 0.27 -0.44  N4 1.040
13 H -1.31 1.56 -1.83  O15 0.973
14 H 0.04 2.24 -2.10  O15 0.967
15 O -0.35 1.47 -1.67  H13 0.973, H14 0.967
16 H 3.41 0.69 -0.89  O18 0.961
17 H 2.67 0.94 -2.26  O18 0.960
18 O 2.56 0.72 -1.33  H16 0.961, H17 0.960

**Net charge**: +1
**Lowest unoccupied orbital energy**: -0.15537 Eh
**Molecular weight**: 94.13 g/mol
**Gap between HOMO and LUMO**: 11.2 eV

---

Name the most stable of them. b).

---

a) # C3H12NO2

2 unconnected molecules or ions with the total composition C3H12NO2 (ωB97M-V/def2-TZVPD, the Open Molecules 2025 dataset).

Last columns: bonded neighbours and bond lengths (Å).
Element x y z (Å)
1 C -0.27 0.28 -0.99  C2 1.507, N5 1.545, H6 1.106, H7 1.111
2 C 0.79 -0.75 -0.71  C1 1.507, C3 1.552, O4 1.426, H8 1.092
3 C 2.01 -0.54 -1.65  C2 1.552, H9 1.081, H10 1.051, H11 1.074
4 O 1.25 -0.35 0.58  C2 1.426, H12 0.939
5 N -1.26 0.32 0.19  C1 1.545, H13 1.017, H14 1.074, H15 1.059
6 H 0.11 1.31 -1.11  C1 1.106
7 H -0.87 0.15 -1.92  C1 1.111
8 H 0.39 -1.73 -0.98  C2 1.092
9 H 1.65 -0.23 -2.62  C3 1.081
10 H 2.52 -1.39 -1.99  C3 1.051
11 H 2.49 0.31 -1.20  C3 1.074
12 H 1.94 -0.87 0.94  O4 0.939
13 H -0.77 0.26 1.08  N5 1.017
14 H -1.82 -0.58 0.31  N5 1.074
15 H -1.90 1.17 0.11  N5 1.059
16 H -1.75 1.64 3.26  O18 0.984
17 H -2.57 0.32 3.66  O18 0.980
18 O -1.93 0.70 3.02  H16 0.984, H17 0.980

**Net charge**: +1
**Lowest unoccupied orbital energy**: -0.12144 Eh
**Molecular weight**: 94.13 g/mol
**Gap between HOMO and LUMO**: 11.5 eV

---

b) # C3H12NO2

3 unconnected molecules or ions with the total composition C3H12NO2 (ωB97M-V/def2-TZVPD, the Open Molecules 2025 dataset).

Last columns: bonded neighbours and bond lengths (Å).
Element x y z (Å)
1 C 0.91 0.33 -2.23  C2 1.479, H5 1.102, H6 1.088, H7 1.083
2 C 0.73 0.78 -0.83  C1 1.479, C3 1.317, N4 1.478
3 C 1.09 1.90 -0.24  C2 1.317, H8 1.077, H9 1.074
4 N 0.05 -0.24 0.00  C2 1.478, H10 1.023, H11 1.043, H12 1.017
5 H -0.09 0.25 -2.69  C1 1.102
6 H 1.39 1.01 -2.93  C1 1.088
7 H 1.40 -0.63 -2.32  C1 1.083
8 H 0.85 2.11 0.78  C3 1.077
9 H 1.66 2.65 -0.75  C3 1.074
10 H -0.88 -0.46 -0.37  N4 1.023
11 H -0.17 0.12 0.96  N4 1.043
12 H 0.55 -1.11 0.12  N4 1.017
13 H -2.04 -2.92 0.92  O15 0.969
14 H -0.65 -3.39 0.78  O15 0.973
15 O -1.19 -2.60 0.60  H13 0.969, H14 0.973
16 H -1.24 1.52 2.82  O18 0.965
17 H -1.27 0.01 3.03  O18 0.967
18 O -1.09 0.68 2.35  H16 0.965, H17 0.967

**Net charge**: +1
**Lowest unoccupied orbital energy**: -0.11298 Eh
**Molecular weight**: 94.13 g/mol
**Gap between HOMO and LUMO**: 11.3 eV

---

Name the most stable of them. b).

---

a) # C3H12NO2

2 unconnected molecules or ions with the total composition C3H12NO2 (ωB97M-V/def2-TZVPD, the Open Molecules 2025 dataset).

Last columns: bonded neighbours and bond lengths (Å).
Element x y z (Å)
1 C 0.33 1.01 0.73  C2 1.571, N5 1.497, H6 1.102, H7 1.074
2 C 0.26 1.04 -0.84  C1 1.571, C3 1.503, O4 1.441, H8 1.075
3 C 1.57 0.63 -1.46  C2 1.503, H9 1.100, H10 1.081, H11 1.113
4 O -0.74 0.07 -1.20  C2 1.441, H12 0.961
5 N -0.83 0.32 1.37  C1 1.497, H13 1.054, H14 1.015, H15 1.045
6 H 1.19 0.43 1.12  C1 1.102
7 H 0.44 2.03 1.07  C1 1.074
8 H -0.10 1.99 -1.15  C2 1.075
9 H 2.36 1.40 -1.45  C3 1.100
10 H 1.39 0.49 -2.51  C3 1.081
11 H 1.99 -0.34 -1.11  C3 1.113
12 H -0.37 -0.82 -1.13  O4 0.961
13 H -0.66 -0.71 1.48  N5 1.054
14 H -1.66 0.33 0.79  N5 1.015
15 H -1.02 0.76 2.30  N5 1.045
16 H -0.29 -2.69 0.19  O18 0.962
17 H -0.74 -3.08 1.62  O18 0.965
18 O -0.46 -2.34 1.07  H16 0.962, H17 0.965

**Net charge**: +1
**Lowest unoccupied orbital energy**: -0.12324 Eh
**Molecular weight**: 94.13 g/mol
**Gap between HOMO and LUMO**: 11.7 eV

---

b) # C3H12NO2

3 unconnected molecules or ions with the total composition C3H12NO2 (ωB97M-V/def2-TZVPD, the Open Molecules 2025 dataset).

Last columns: bonded neighbours and bond lengths (Å).
Element x y z (Å)
1 C -1.76 0.41 -1.15  C2 1.495, H5 1.090, H6 1.090, H7 1.095
2 C -1.50 -0.68 -0.16  C1 1.495, N4 1.496, H8 1.089, H9 1.090
3 C 0.42 -1.78 0.83  N4 1.266, H10 1.082, H11 1.085
4 N -0.04 -0.84 0.12  C2 1.496, C3 1.266, H12 1.024
5 H -1.35 0.30 -2.15  C1 1.090
6 H -1.49 1.39 -0.75  C1 1.090
7 H -2.83 0.48 -1.35  C1 1.095
8 H -1.84 -1.67 -0.46  C2 1.089
9 H -1.95 -0.47 0.81  C2 1.090
10 H 1.47 -1.77 1.11  C3 1.082
11 H -0.26 -2.49 1.28  C3 1.085
12 H 0.61 -0.09 -0.14  N4 1.024
13 H 1.92 1.69 1.77  O15 0.965
14 H 0.90 1.41 2.85  O15 0.973
15 O 1.08 1.23 1.91  H13 0.965, H14 0.973
16 H 1.99 0.80 -2.25  O18 0.966
17 H 2.77 1.08 -0.97  O18 0.966
18 O 1.87 0.99 -1.31  H16 0.966, H17 0.966

**Net charge**: +1
**Lowest unoccupied orbital energy**: -0.16169 Eh
**Molecular weight**: 94.13 g/mol
**Gap between HOMO and LUMO**: 11.1 eV

---

Name the most stable of them. a).